10
Properties=species:S:1:pos:R:3 method="wB97M-V/def2-TZVPD" relative_energy_kj_mol=61.2 homo_ev=-9.305 gap_ev=8.92 smiles="CC(F)=S.S" total_energy_ha=-975.4061
C -1.759 0.717 1.297
C -0.330 0.810 0.990
F 0.298 -0.371 0.848
S 0.580 2.155 0.657
H -1.913 1.502 1.977
H -2.405 0.950 0.404
H -2.082 -0.182 1.707
S 3.065 -0.077 -1.616
H 1.925 0.437 -1.158
H 3.315 0.778 -2.640

24
Properties=species:S:1:pos:R:3 method="wB97M-V/def2-TZVPD" relative_energy_kj_mol=147.0 homo_ev="-13.004 / -13.004" charge=+1 gap_ev="7.28 / 2.15" spin_multiplicity=2 total_energy_ha=-934.0547
S 4.281 3.087 -0.063
H 3.025 3.302 0.455
H 4.528 2.932 1.290
H 0.402 3.606 -0.686
H 0.091 2.241 -1.021
O -0.310 3.000 -0.609
H -3.582 -0.853 2.235
H -2.901 -1.495 1.086
O -3.512 -0.740 1.282
H 1.081 0.030 -2.849
H 2.337 -0.709 -2.967
O 1.769 -0.347 -2.295
H -1.569 -2.904 1.829
H -0.769 -2.635 0.677
O -1.708 -2.839 0.882
H -0.318 0.560 2.350
H 0.173 0.896 0.949
O 0.484 0.582 1.796
H -2.131 -0.670 -0.788
H -2.760 -0.646 -2.227
O -1.954 -0.700 -1.741
H 1.207 -1.985 -0.664
H 1.065 -1.465 0.815
O 1.071 -2.248 0.264

13
Properties=species:S:1:pos:R:3 method="wB97M-V/def2-TZVPD" relative_energy_kj_mol=270.1 homo_ev="-7.956 / -7.956" gap_ev="8.02 / 8.02" total_energy_ha=-717.7908
C 0.458 -1.180 1.322
C 1.746 1.479 -0.125
C -1.851 -0.114 -1.242
C -0.057 -1.006 0.057
N 0.923 -1.287 2.377
N 2.009 1.440 1.038
N -1.260 -0.449 -0.126
S 1.483 1.762 -1.631
H -1.351 -0.245 -2.183
H -2.830 0.320 -1.211
H 0.556 -1.224 -0.801
H 1.941 0.777 1.784
H -1.768 -0.273 0.740

83
Properties=species:S:1:pos:R:3 method="wB97M-V/def2-TZVPD" relative_energy_kj_mol=410.1 homo_ev=-4.034 gap_ev=1.88 total_energy_ha=-1614.4402
C 2.029 -3.879 -0.224
C 1.841 -2.592 -1.056
C 0.916 -2.799 -2.272
C -0.188 -1.732 -2.305
O -1.502 -2.307 -2.487
C -2.236 -2.048 -1.355
N -2.310 -3.043 -0.539
N -2.993 -2.788 0.590
C -3.531 -1.599 0.835
C -4.229 -1.470 2.174
O -5.532 -0.944 2.054
C -6.561 -1.861 2.395
C -6.926 -2.719 1.188
C -3.495 -0.538 -0.025
N -4.069 0.716 0.263
C -3.343 1.516 1.272
C -1.846 1.627 0.943
C -1.281 3.026 1.272
C -2.799 -0.761 -1.241
C -2.653 0.255 -2.324
C -3.717 0.149 -3.461
C -4.791 1.229 -3.461
O -5.296 1.597 -4.504
O -5.155 1.827 -2.277
H 2.143 -3.633 0.827
H 1.124 -4.482 -0.297
H 2.885 -4.449 -0.567
H 2.815 -2.242 -1.377
H 1.465 -1.833 -0.371
H 1.534 -2.669 -3.155
H 0.470 -3.788 -2.250
H -0.118 -1.189 -1.363
H 0.027 -1.006 -3.087
H -3.056 -3.529 1.266
H -4.298 -2.465 2.625
H -3.623 -0.891 2.867
H -6.345 -2.439 3.294
H -7.430 -1.250 2.630
H -7.846 -3.276 1.329
H -6.082 -3.359 0.931
H -7.058 -2.041 0.348
H -5.045 0.616 0.503
H -3.407 1.090 2.273
H -3.746 2.523 1.245
H -1.665 1.483 -0.116
H -1.247 0.888 1.473
H -1.996 3.804 1.021
H -0.898 3.096 2.285
H -0.432 3.175 0.608
H -2.753 1.245 -1.892
H -1.664 0.181 -2.756
H -3.202 0.320 -4.400
H -4.166 -0.840 -3.515
H -5.554 1.149 -1.721
C 5.523 2.114 -1.636
C 5.730 1.320 -0.333
C 6.277 2.261 0.749
C 5.273 3.282 1.293
C 3.820 2.792 1.221
C 3.661 1.266 1.165
N 4.410 0.762 0.020
O 4.301 -0.554 -0.137
C 2.175 0.988 0.925
C 4.055 0.644 2.510
C 6.803 0.272 -0.592
H 5.163 1.456 -2.429
H 6.459 2.569 -1.977
H 4.792 2.914 -1.510
H 6.649 1.663 1.584
H 7.153 2.789 0.363
H 5.536 3.515 2.328
H 5.361 4.223 0.747
H 3.260 3.195 2.068
H 3.350 3.222 0.332
H 1.865 1.364 -0.053
H 1.567 1.485 1.686
H 1.957 -0.080 0.965
H 3.439 1.060 3.312
H 5.098 0.828 2.771
H 3.899 -0.436 2.502
H 7.731 0.765 -0.891
H 6.522 -0.408 -1.395
H 7.009 -0.318 0.301